Record 1
A molecular structure, C42H53ClF4N7OPtSeSi3, computed with wB97M-V/def2-TZVPD.

Output
Frontier orbital gap: 6.026 eV
Charge: +1
LUMO: -3.83 eV
ΔE to the lowest compared entry with this formula, charge and spin: 0.0 kJ/mol

Each line ends with the Mulliken charge.
Cartesian coordinates (Å):
Pt (0.408, 0.489, -0.538)  1.803
C (3.094, -0.541, 0.755)  -1.303
O (2.257, 0.558, 0.372)  -0.189
Si (2.682, 2.144, -0.178)  -0.312
C (3.691, 3.069, 1.072)  -1.044
C (3.774, 1.831, -1.656)  -1.146
C (0.899, 2.561, -0.482)  0.298
Si (0.019, 3.259, 1.014)  -0.486
C (0.458, 5.043, 1.370)  -1.139
C (-1.852, 3.098, 0.937)  -1.182
C (0.442, 2.367, 2.656)  -0.963
Si (0.721, 3.633, -2.017)  0.863
C (-1.011, 4.321, -2.244)  -1.182
C (1.198, 2.696, -3.594)  -0.560
C (1.877, 5.108, -1.905)  -1.204
H (3.973, -0.146, 1.261)  0.389
H (3.378, -1.119, -0.125)  0.269
H (2.539, -1.168, 1.451)  0.321
H (4.632, 2.549, 1.266)  0.392
H (3.203, 3.229, 2.032)  0.351
H (3.942, 4.048, 0.652)  0.374
H (4.681, 1.330, -1.306)  0.428
H (4.092, 2.746, -2.157)  0.342
H (3.297, 1.187, -2.395)  0.225
H (0.038, 5.722, 0.624)  0.325
H (1.538, 5.202, 1.398)  0.325
H (0.052, 5.340, 2.341)  0.446
H (-2.279, 3.321, -0.041)  0.280
H (-2.292, 3.792, 1.658)  0.583
H (-2.180, 2.097, 1.230)  0.343
H (1.457, 2.582, 2.993)  0.317
H (-0.180, 0.531, 1.810)  -0.397
H (-0.234, 2.793, 3.405)  0.673
H (-1.784, 3.552, -2.301)  0.246
H (-1.043, 4.891, -3.176)  0.463
H (-1.286, 5.005, -1.438)  0.325
H (1.289, 1.619, -3.440)  -0.556
H (2.165, 3.044, -3.961)  0.478
H (0.472, 2.874, -4.393)  0.473
H (1.642, 5.761, -1.064)  0.320
H (1.794, 5.703, -2.818)  0.408
H (2.924, 4.810, -1.814)  0.282
F (3.260, 0.926, 6.786)  -0.326
C (1.963, 0.801, 7.046)  -0.204
C (1.540, 0.861, 8.317)  0.239
F (2.436, 1.049, 9.279)  -0.300
C (0.143, 0.725, 8.692)  0.248
C (-0.755, 0.531, 7.567)  0.025
C (-0.321, 0.476, 6.302)  0.332
F (-1.204, 0.315, 5.314)  -0.319
C (1.069, 0.591, 5.931)  0.681
C (1.465, 0.478, 4.634)  1.667
C (0.658, 0.032, 3.505)  -1.063
N (0.259, 0.904, 2.649)  1.050
C (2.829, 0.642, 4.210)  -0.753
N (3.854, 0.780, 3.708)  -0.591
F (-2.059, 0.423, 7.800)  -0.304
C (-0.286, 0.786, 9.984)  1.064
C (-1.662, 0.656, 10.370)  -0.043
N (-2.760, 0.593, 10.704)  -0.527
C (0.589, 0.987, 11.104)  -0.079
N (1.220, 1.135, 12.052)  -0.507
Cl (-5.088, -0.268, -0.222)  -0.178
C (-3.761, 0.180, -1.222)  -0.382
C (-3.938, 0.460, -2.567)  -0.557
C (-2.821, 0.802, -3.309)  -1.026
C (-1.585, 0.859, -2.693)  -0.067
N (-1.424, 0.584, -1.391)  1.840
C (-2.498, 0.242, -0.666)  -0.710
H (-4.922, 0.408, -3.014)  0.546
H (-2.900, 1.024, -4.364)  0.547
H (-0.695, 1.127, -3.240)  -0.112
H (-2.335, -0.010, 0.371)  0.592
C (-1.447, -5.236, 0.983)  -1.394
C (-1.569, -5.406, -0.527)  0.476
C (-2.848, -4.796, -1.097)  -0.751
C (-2.844, -3.272, -1.128)  -1.392
N (-1.949, -2.752, -2.164)  1.857
C (-0.701, -2.274, -2.003)  -1.702
Se (0.146, -2.012, -0.346)  -0.556
N (-0.203, -1.963, -3.216)  1.766
C (1.157, -1.521, -3.523)  -1.001
C (2.015, -2.621, -4.140)  -0.843
C (2.152, -3.880, -3.276)  -0.386
C (1.063, -4.923, -3.517)  -0.973
C (-1.164, -2.227, -4.184)  1.286
C (-1.164, -2.038, -5.561)  -1.135
C (-2.322, -2.379, -6.234)  -0.978
C (-3.438, -2.894, -5.561)  -0.879
C (-3.435, -3.084, -4.192)  -1.097
C (-2.272, -2.734, -3.518)  -0.169
H (-0.525, -5.684, 1.353)  0.378
H (-2.281, -5.719, 1.495)  0.392
H (-1.434, -4.185, 1.277)  0.236
H (-1.554, -6.469, -0.774)  0.433
H (-0.696, -4.974, -1.026)  -0.391
H (-3.704, -5.112, -0.495)  0.499
H (-3.028, -5.165, -2.110)  0.318
H (-2.520, -2.849, -0.179)  0.423
H (-3.839, -2.882, -1.348)  0.505
H (1.591, -1.168, -2.588)  -0.092
H (1.075, -0.667, -4.198)  0.354
H (2.997, -2.175, -4.313)  0.516
H (1.625, -2.889, -5.126)  0.376
H (2.174, -3.596, -2.219)  0.133
H (3.120, -4.339, -3.485)  0.457
H (0.064, -4.552, -3.280)  0.058
H (1.233, -5.810, -2.907)  0.397
H (1.054, -5.237, -4.562)  0.384
H (-0.302, -1.647, -6.084)  0.531
H (-2.367, -2.253, -7.307)  0.482
H (-4.321, -3.156, -6.129)  0.483
H (-4.295, -3.489, -3.677)  0.541

=====

Record 2
A single C5H6S molecule in a non-equilibrium geometry, computed with wB97M-V/def2-TZVPD.

Output
Frontier orbital gap: 8.690 eV
Charge: 0
LUMO: 0.81 eV
ΔE to the lowest compared entry with this formula, charge and spin: 307.9 kJ/mol

Each line ends with the natural charge from an NBO analysis.
Cartesian coordinates (Å):
C (-1.012, 0.084, -0.155)  -0.624
C (0.270, 0.820, 0.122)  -0.367
C (1.869, -0.087, 0.150)  0.070
C (2.419, -1.272, 0.141)  -0.208
C (3.313, -0.155, 0.013)  -0.152
S (4.735, 0.518, -0.016)  -0.052
H (-1.772, 0.520, 0.364)  0.217
H (-0.877, -0.888, 0.250)  0.221
H (-1.242, 0.126, -1.287)  0.215
H (0.164, 1.372, 1.015)  0.217
H (0.609, 1.662, -0.480)  0.227
H (2.286, -2.369, 0.106)  0.236

=====

Record 3
2 unconnected molecules or ions with the total composition C4H10N3 in a non-equilibrium geometry, computed with wB97M-V/def2-TZVPD.

Output
Frontier orbital gap: 10.330 eV
Charge: +1
LUMO: -3.40 eV
ΔE to the lowest compared entry with this formula, charge and spin: 171.1 kJ/mol

Each line ends with the natural charge from an NBO analysis.
Cartesian coordinates (Å):
C (-0.703, 0.201, -1.890)  -0.290
C (-0.613, -1.126, -2.215)  0.023
C (-0.327, 0.355, -0.540)  0.026
C (0.487, -1.343, 1.096)  -0.447
N (-0.041, -0.880, -0.157)  -0.093
N (0.122, 2.565, 1.692)  -1.090
N (-0.042, -1.726, -1.135)  -0.284
H (-1.064, 0.893, -2.603)  0.264
H (-0.732, -1.734, -3.114)  0.263
H (-0.310, 1.276, 0.095)  0.308
H (0.671, -2.378, 1.175)  0.238
H (1.529, -0.884, 1.156)  0.236
H (-0.112, -0.898, 2.012)  0.267
H (-0.302, 3.366, 1.397)  0.374
H (0.071, 2.387, 2.673)  0.387
H (0.320, -2.676, -0.961)  0.450
H (1.045, 2.602, 1.318)  0.367

=====

Record 4
A molecular structure, C36H50N5O2RuSi4Te, computed with wB97M-V/def2-TZVPD.

Output
Frontier orbital gap (spin up / spin down): 5.951 / 4.913 eV
Charge: 0
LUMO (spin up / spin down): -0.31 / -1.35 eV
ΔE to the lowest compared entry with this formula, charge and spin: 0.0 kJ/mol
2S+1: 2

Each line ends with the Löwdin spin population.
Cartesian coordinates (Å):
Ru (0.348, -0.210, 3.153)  0.000
C (4.649, 0.432, 3.128)  0.000
C (5.096, -0.787, 2.629)  0.000
C (4.163, -1.717, 2.205)  0.000
C (2.812, -1.415, 2.289)  0.001
N (2.381, -0.217, 2.776)  0.000
C (3.284, 0.668, 3.191)  0.000
C (1.743, -2.352, 1.873)  0.003
C (1.889, -3.539, 1.158)  0.005
C (0.746, -4.210, 0.737)  0.003
C (-0.516, -3.703, 1.029)  0.000
C (-0.605, -2.529, 1.771)  0.002
N (0.517, -1.909, 2.183)  0.000
C (-1.836, -1.821, 2.198)  0.001
C (-3.097, -2.117, 1.702)  0.000
C (-4.184, -1.374, 2.134)  0.000
C (-3.980, -0.360, 3.067)  0.000
C (-2.692, -0.120, 3.525)  0.000
N (-1.641, -0.817, 3.103)  0.000
H (5.341, 1.188, 3.467)  0.000
H (6.154, -1.011, 2.586)  0.000
H (4.474, -2.681, 1.827)  0.000
H (2.880, 1.595, 3.582)  0.000
H (2.868, -3.927, 0.922)  0.000
H (0.836, -5.124, 0.166)  0.000
H (-1.405, -4.212, 0.685)  0.000
H (-3.216, -2.900, 0.968)  0.000
H (-5.172, -1.576, 1.747)  0.000
H (-4.797, 0.251, 3.420)  0.000
H (-2.477, 0.663, 4.243)  0.000
C (1.901, -1.329, 7.023)  0.000
C (1.241, -0.508, 5.933)  0.000
O (0.925, -1.167, 4.875)  0.000
C (1.012, 0.833, 6.185)  0.000
C (0.406, 1.804, 5.330)  0.000
C (0.094, 3.167, 5.887)  0.000
N (0.121, 1.540, 4.094)  0.000
N (-0.519, 2.538, 3.365)  0.004
C (-0.733, 2.163, 2.143)  0.002
O (-0.339, 1.027, 1.619)  0.052
C (-1.546, 3.096, 1.320)  0.000
C (-1.924, 4.337, 1.836)  0.000
C (-2.753, 5.173, 1.114)  0.000
C (-3.229, 4.780, -0.132)  0.000
C (-2.851, 3.553, -0.650)  0.000
C (-2.006, 2.716, 0.067)  0.004
H (2.124, -2.325, 6.646)  0.000
H (1.245, -1.420, 7.889)  0.000
H (2.824, -0.854, 7.354)  0.000
H (1.291, 1.177, 7.172)  0.000
H (0.465, 3.259, 6.904)  0.000
H (-0.984, 3.335, 5.882)  0.000
H (0.530, 3.946, 5.262)  0.000
H (-1.561, 4.622, 2.812)  0.000
H (-3.041, 6.130, 1.526)  0.000
H (-3.892, 5.426, -0.690)  0.000
H (-3.215, 3.246, -1.619)  0.000
H (-1.704, 1.757, -0.332)  0.009
C (-2.240, -2.750, -2.933)  0.000
Si (-2.146, -0.930, -3.426)  0.006
C (-3.470, -0.055, -2.423)  0.001
C (-2.596, -0.758, -5.246)  0.000
Si (0.086, -0.206, -3.220)  0.076
Te (0.963, -0.308, -0.890)  0.730
Si (1.470, -1.912, -4.124)  0.045
C (1.013, -3.619, -3.472)  0.004
C (3.277, -1.666, -3.663)  0.016
C (1.347, -1.952, -6.002)  0.013
Si (0.706, 1.834, -4.236)  0.001
C (0.344, 1.824, -6.083)  -0.001
C (-0.120, 3.350, -3.512)  0.001
C (2.551, 2.049, -3.958)  0.000
H (-3.250, -3.006, -2.612)  0.000
H (-1.559, -2.971, -2.112)  0.000
H (-1.978, -3.405, -3.761)  0.000
H (-4.348, -0.698, -2.372)  0.000
H (-3.773, 0.887, -2.878)  0.000
H (-3.156, 0.156, -1.403)  0.000
H (-3.581, -1.177, -5.450)  0.000
H (-1.877, -1.269, -5.886)  0.000
H (-2.612, 0.289, -5.547)  0.000
H (0.759, -3.586, -2.414)  0.002
H (1.867, -4.286, -3.591)  0.000
H (0.173, -4.053, -4.007)  0.000
H (3.402, -1.656, -2.580)  0.016
H (3.694, -0.740, -4.047)  0.000
H (3.866, -2.492, -4.064)  0.000
H (0.316, -2.021, -6.343)  0.000
H (1.883, -2.818, -6.390)  0.002
H (1.787, -1.063, -6.449)  0.000
H (-0.722, 1.708, -6.276)  0.000
H (0.860, 1.022, -6.607)  0.000
H (0.659, 2.770, -6.525)  0.000
H (-1.170, 3.421, -3.783)  0.000
H (0.385, 4.239, -3.890)  0.000
H (-0.058, 3.366, -2.426)  0.000
H (3.133, 1.244, -4.401)  0.000
H (2.768, 2.061, -2.889)  0.000
H (2.898, 2.988, -4.388)  0.000

=====

Record 5
A single C19H27N3O5S molecule in a non-equilibrium geometry, computed with wB97M-V/def2-TZVPD.

Output
Frontier orbital gap: 8.673 eV
Charge: 0
LUMO: -0.11 eV
ΔE to the lowest compared entry with this formula, charge and spin: 136.7 kJ/mol

Each line ends with the natural charge from an NBO analysis.
Cartesian coordinates (Å):
C (-3.444, -0.927, -2.504)  -0.611
C (-4.676, -0.898, -1.603)  -0.226
N (-4.358, -1.346, -0.265)  -0.700
C (-4.556, -2.738, 0.077)  -0.216
C (-6.023, -3.109, 0.274)  -0.627
S (-4.627, -0.228, 0.934)  2.330
O (-5.831, 0.527, 0.708)  -0.948
O (-4.463, -0.876, 2.201)  -0.935
C (-3.242, 0.883, 0.673)  -0.348
C (-3.453, 2.255, 0.656)  -0.156
C (-2.392, 3.116, 0.486)  -0.267
C (-1.091, 2.616, 0.323)  0.269
C (-0.887, 1.221, 0.327)  -0.189
C (-1.980, 0.371, 0.514)  -0.109
C (0.444, 0.621, 0.133)  0.522
O (0.592, -0.601, 0.104)  -0.628
C (1.504, 1.594, -0.020)  -0.310
C (2.952, 1.245, -0.205)  0.671
O (3.797, 2.121, -0.307)  -0.661
N (3.208, -0.069, -0.261)  -0.609
C (4.537, -0.613, -0.380)  -0.227
C (4.881, -1.499, 0.818)  -0.418
C (6.260, -2.130, 0.667)  -0.056
O (7.236, -1.115, 0.687)  -0.542
C (8.540, -1.601, 0.524)  -0.243
C (1.217, 2.924, 0.005)  0.143
N (-0.011, 3.453, 0.159)  -0.369
C (-0.178, 4.888, 0.161)  -0.404
H (-2.662, -0.291, -2.099)  0.212
H (-3.056, -1.939, -2.582)  0.206
H (-3.706, -0.576, -3.499)  0.212
H (-5.469, -1.516, -2.036)  0.196
H (-5.057, 0.122, -1.516)  0.221
H (-4.099, -3.347, -0.708)  0.200
H (-4.015, -2.899, 1.011)  0.229
H (-6.593, -2.957, -0.640)  0.201
H (-6.108, -4.152, 0.567)  0.216
H (-6.446, -2.483, 1.056)  0.222
H (-4.460, 2.621, 0.776)  0.249
H (-2.576, 4.178, 0.481)  0.223
H (-1.810, -0.695, 0.527)  0.260
H (2.424, -0.707, -0.147)  0.433
H (5.235, 0.224, -0.436)  0.242
H (4.607, -1.200, -1.304)  0.184
H (4.137, -2.292, 0.915)  0.203
H (4.869, -0.895, 1.726)  0.215
H (6.441, -2.841, 1.490)  0.166
H (6.319, -2.690, -0.281)  0.157
H (9.201, -0.738, 0.559)  0.195
H (8.809, -2.301, 1.325)  0.162
H (8.658, -2.112, -0.441)  0.162
H (2.044, 3.614, -0.112)  0.245
H (-0.605, 5.224, 1.108)  0.211
H (0.793, 5.360, 0.031)  0.226
H (-0.831, 5.200, -0.657)  0.210